1.
{"formula": "C3H16O5", "method": "ωB97M-V/def2-TZVPD", "charge": 0, "homo_lumo_gap_ev": 10.495, "smiles": "CCCO.O.O.O.O", "energy_ha": -500.0165, "e_above_lowest_kj_mol": 228.6, "symbols": ["C", "C", "C", "O", "H", "H", "H", "H", "H", "H", "H", "H", "O", "H", "H", "O", "H", "H", "O", "H", "H", "O", "H", "H"], "coordinates": [[-0.880168, -0.909789, 2.344851], [0.361587, -0.451966, 1.495656], [0.208726, 0.984151, 0.914569], [1.024387, 1.920355, 1.643640], [-0.861187, -1.975398, 2.095209], [-0.505387, -0.867572, 3.422586], [-1.899147, -0.406452, 2.326176], [0.389131, -1.113776, 0.641080], [1.244449, -0.378873, 2.075497], [-0.798824, 1.282035, 1.015008], [0.705913, 0.907426, -0.044366], [0.642083, 2.464382, 2.330121], [-2.635721, 0.009854, -0.759727], [-3.105899, 0.199854, -1.582340], [-1.928453, -0.506438, -1.068419], [-2.386317, 0.512431, -3.382541], [-1.438384, 0.409922, -3.446691], [-2.595475, 1.237650, -2.816352], [2.069387, -2.243680, -1.716035], [1.461742, -1.887868, -1.193314], [2.766289, -1.543394, -1.899420], [2.571092, 0.673178, -1.129385], [2.227186, 1.351614, -0.596097], [3.362987, 0.332362, -0.669707]], "forces_ev_per_angstrom": [[1.65, -0.27, 1.83], [-2.96, 1.90, -0.60], [1.60, -0.73, 1.70], [1.17, -0.02, -0.46], [-1.12, 0.05, 0.43], [-0.89, -0.05, -1.11], [1.50, -0.59, -0.66], [0.62, -0.31, -0.09], [0.98, -0.68, 0.43], [-1.18, 0.37, -0.91], [-1.09, 0.55, -0.40], [-0.76, -0.31, -0.06], [-1.59, 1.17, 0.81], [-0.06, -0.45, 0.44], [1.51, -1.17, -0.50], [-0.54, -0.92, -1.15], [0.30, 0.28, 0.15], [0.42, 1.09, 0.27], [5.52, -1.49, -4.01], [-3.85, 2.68, 3.49], [-1.74, -1.26, 0.44], [1.47, -1.82, -1.03], [-0.34, 1.55, 1.20], [-0.61, 0.47, -0.19]]}

2.
{"formula": "C5H9OPS", "method": "ωB97M-V/def2-TZVPD", "charge": 0, "homo_lumo_gap_ev": [6.552, 6.269], "energy_ha": -1010.5313, "multiplicity": 3, "symbols": ["C", "C", "C", "C", "C", "O", "P", "S", "H", "H", "H", "H", "H", "H", "H", "H", "H"], "coordinates": [[1.168763, 0.735788, 1.548075], [1.460847, -0.294546, 0.701237], [0.010946, 1.655246, 1.241143], [-0.419799, 1.398394, -0.170351], [-0.999268, -1.957377, -1.947560], [-0.396099, -1.317793, -0.846256], [0.567356, -0.030748, -0.800710], [1.744678, 0.162707, -2.307057], [1.591174, 0.859795, 2.599398], [2.157386, -1.065360, 0.796094], [-0.721226, 1.425747, 1.924352], [0.351807, 2.665406, 1.456253], [-1.438799, 1.387060, -0.586265], [-0.031263, 2.060388, -0.965718], [-2.096301, -1.843320, -1.885439], [-0.980913, -3.120728, -2.102758], [-0.622973, -1.566005, -2.842807]], "forces_ev_per_angstrom": [[-0.09, 5.69, 6.64], [-0.34, -3.29, -4.99], [2.22, -0.26, -0.98], [0.51, 0.07, -3.53], [-1.86, -2.04, -0.17], [-0.25, -1.04, 0.26], [-0.24, -1.57, 1.34], [0.02, 0.32, -0.57], [-0.55, -0.44, -1.60], [0.97, -0.89, 0.26], [-2.22, -0.39, 1.64], [-0.25, 0.33, -0.20], [-0.16, -0.49, 1.23], [0.36, 0.81, 0.91], [0.40, 0.59, -0.07], [1.07, 1.89, 1.25], [0.41, 0.70, -1.43]]}

3.
{"formula": "C5H9NS2", "method": "ωB97M-V/def2-TZVPD", "charge": 0, "homo_lumo_gap_ev": 8.255, "smiles": "C[C@@H](S)C(=S)[C@@H]1CN1", "energy_ha": -1046.9171, "e_above_lowest_kj_mol": 344.6, "symbols": ["C", "C", "S", "C", "S", "C", "C", "N", "H", "H", "H", "H", "H", "H", "H", "H", "H"], "coordinates": [[1.532503, -1.169018, 1.502571], [1.146477, -0.529651, 0.183257], [1.039819, -2.006041, -1.123909], [-0.084405, 0.319006, 0.236713], [-1.137276, 0.149489, 1.453168], [-0.148744, 1.367150, -0.932623], [-0.820901, 2.762444, -0.643148], [-1.610590, 1.596395, -1.164469], [0.556562, -1.506732, 1.980418], [2.030385, -0.208850, 2.002229], [2.279896, -2.071566, 1.390070], [1.870229, 0.013018, -0.335400], [-0.257317, -2.588937, -0.886466], [0.479150, 0.995640, -1.842966], [-0.958704, 2.973381, 0.375367], [-0.712161, 3.507952, -1.392896], [-2.204166, 0.916580, -0.487848]], "forces_ev_per_angstrom": [[1.37, 0.71, 0.56], [-1.41, -3.26, -0.53], [-1.95, 0.36, 0.63], [1.14, 1.16, -0.95], [-0.49, 0.41, -0.23], [-1.91, -1.67, 0.48], [-0.42, -4.38, -1.12], [-0.13, -0.71, 0.29], [1.70, 0.45, -0.19], [-0.97, -2.47, 0.02], [-1.41, 2.10, 0.23], [1.61, 0.88, -0.47], [1.78, 1.10, -0.05], [-1.09, 1.30, 1.65], [0.12, 0.59, 1.21], [0.18, 0.61, -0.19], [1.89, 2.81, -1.36]]}

| no. | maximum force (eV Å⁻¹) |
| --- | --- |
| 1 | 7.0 |
| 2 | 8.7 |
| 3 | 4.5 |